P:
{"formula": "C2H3NOS", "method": "ωB97M-V/def2-TZVPD", "orbital_gap_ev": 10.13, "e_homo_ev": -9.680, "spin_multiplicity": 1, "charge": 0, "smiles": "C=NSC=O", "symbols": ["C", "C", "H", "H", "H", "N", "O", "S"], "positions_angstrom": [[1.83991, -0.13440, 0.06946], [-2.00136, 0.22563, -0.01950], [2.00449, -1.24015, 0.20673], [2.81306, 0.49019, -0.18738], [-1.60312, 1.30190, 0.09839], [0.66175, 0.37128, -0.10319], [-3.12535, -0.17719, 0.00294], [-0.58938, -0.83726, -0.06746]]}


Q:
{"formula": "C2H3NOS", "method": "ωB97M-V/def2-TZVPD", "orbital_gap_ev": 9.20, "e_homo_ev": -8.950, "spin_multiplicity": 1, "charge": 0, "smiles": "C=NOC=S", "symbols": ["C", "C", "H", "H", "H", "N", "O", "S"], "positions_angstrom": [[0.34818, 1.28167, -1.08633], [-0.27013, -1.26462, 0.97394], [0.13142, 1.60965, -2.10747], [0.86090, 1.95483, -0.35255], [-0.44913, -1.93858, 0.18821], [-0.01980, 0.13276, -0.67766], [0.28512, -0.11853, 0.66340], [-0.88656, -1.65720, 2.39845]]}


P ends up most stable, edging out the next structure by 119.2 kJ/mol.


P:
{"formula": "C2H3NOS", "method": "ωB97M-V/def2-TZVPD", "orbital_gap_ev": 8.55, "e_homo_ev": -8.883, "spin_multiplicity": 1, "charge": 0, "smiles": "O=CNC=S", "symbols": ["C", "C", "H", "H", "H", "N", "O", "S"], "positions_angstrom": [[-0.70750, -0.70378, 0.63085], [0.62101, 1.07946, -0.41055], [-0.35235, -0.21617, 1.70108], [0.43140, -0.84044, -1.24411], [1.11540, 1.18372, -1.45432], [0.08458, -0.24981, -0.37425], [0.55189, 1.63754, 0.64809], [-1.74443, -1.89052, 0.50320]]}


Q:
{"formula": "C2H3NOS", "method": "ωB97M-V/def2-TZVPD", "orbital_gap_ev": 10.65, "e_homo_ev": -10.162, "spin_multiplicity": 1, "charge": 0, "smiles": "N#CS.C=O", "symbols": ["C", "C", "N", "O", "S", "H", "H", "H"], "positions_angstrom": [[-1.64070, -0.56272, 0.47608], [1.48484, -0.09275, -0.28651], [-1.09311, -1.47364, 0.93120], [0.95746, 0.77209, -0.89141], [-2.28960, 0.81924, -0.22662], [-1.02817, 1.51504, -0.07424], [1.47041, -1.24263, -0.51668], [2.13887, 0.26537, 0.58818]]}


P ends up most stable, edging out the next structure by 42.8 kJ/mol.